[1]
The following is a DFT calculation (wB97M-V/def2-TZVPD) of a structure of composition C36H49HgN6OP2.

```
95
Properties=species:S:1:pos:R:3:lowdin_spin:R:1
Hg -0.1582 0.0949 0.7412 0.0100
C 5.1764 -0.1838 0.1293 0.0019
P 3.4201 -0.5625 0.5600 0.0048
C 3.4354 0.0214 2.3060 0.0000
C 3.5361 -2.3724 0.8202 0.0032
C 2.6957 -2.9955 1.7412 0.0038
C 2.6669 -4.3789 1.8597 0.0017
C 3.4912 -5.1644 1.0674 0.0023
C 4.3372 -4.5577 0.1494 0.0000
C 4.3503 -3.1758 0.0213 0.0012
H 5.3923 -0.4923 -0.8937 0.0001
H 5.8980 -0.6490 0.8065 0.0002
H 5.2945 0.9011 0.1701 0.0001
H 4.1995 -0.4747 2.9107 0.0000
H 2.4513 -0.1137 2.7577 0.0000
H 3.6213 1.0979 2.2924 0.0000
H 2.0181 -2.4039 2.3435 0.0002
H 1.9662 -4.8408 2.5442 0.0009
H 3.4516 -6.2444 1.1461 0.0002
H 4.9699 -5.1606 -0.4920 -0.0001
H 4.9846 -2.7268 -0.7332 0.0000
C -5.4273 1.9055 -0.3840 0.0000
N -5.0935 0.8683 -1.3405 0.0000
C -5.6499 1.0573 -2.6593 0.0000
P -3.7734 -0.1301 -1.0860 0.0008
O -3.0224 0.3085 0.1053 0.0040
N -4.3869 -1.6609 -0.9795 0.0003
C -3.4700 -2.7499 -0.6570 0.0030
C -5.7167 -2.0680 -1.3518 0.0000
N -2.8921 -0.1185 -2.4856 0.0009
C -2.2233 1.1194 -2.8558 0.0003
C -2.9456 -1.1117 -3.5330 0.0004
H -6.4989 1.8868 -0.1475 0.0000
H -5.1824 2.8976 -0.7830 0.0000
H -4.8521 1.7533 0.5256 0.0000
H -6.7470 1.0489 -2.6238 0.0000
H -5.3352 0.2576 -3.3301 0.0000
H -5.3356 2.0120 -3.1005 0.0000
H -2.4888 -2.3565 -0.3849 0.0030
H -3.3506 -3.4324 -1.5067 0.0013
H -3.8451 -3.3264 0.1932 0.0004
H -6.3824 -1.2088 -1.4016 0.0000
H -6.1106 -2.7637 -0.6034 0.0000
H -5.7370 -2.5867 -2.3226 0.0000
H -2.0648 1.7371 -1.9765 0.0000
H -2.8037 1.6787 -3.6028 0.0000
H -1.2414 0.9027 -3.2793 0.0001
H -3.5150 -1.9816 -3.2090 0.0000
H -1.9341 -1.4412 -3.7896 0.0003
H -3.4166 -0.7068 -4.4416 0.0000
N -0.3157 5.5731 -3.2400 0.0000
C -0.1649 5.0942 -2.1897 0.0000
N 0.0077 4.6645 -0.9524 0.0000
C 0.0587 3.3707 -0.7574 0.0002
N 0.1137 2.2364 -0.5039 0.0017
C -1.0645 2.0944 5.8986 0.0000
C 0.1512 1.3546 5.3244 0.0001
C 1.4215 2.1682 5.6097 0.0001
C 0.2729 -0.0195 5.9993 0.0001
C -0.0069 1.1724 3.8726 0.0002
C -0.1374 1.0213 2.6731 -0.0016
H -0.9482 2.2382 6.9785 0.0000
H -1.9763 1.5238 5.7153 0.0000
H -1.1759 3.0699 5.4228 0.0000
H 1.5580 2.2976 6.6890 0.0000
H 1.3578 3.1516 5.1413 0.0000
H 2.2970 1.6580 5.2040 0.0000
H 0.3909 0.0952 7.0824 0.0000
H 1.1366 -0.5596 5.6076 0.0000
H -0.6152 -0.6211 5.8012 0.0001
C -1.6724 -6.9398 0.6693 0.1137
C -1.4629 -6.2004 -0.4971 0.0099
C -1.0411 -4.8850 -0.4668 0.0794
C -0.7938 -4.2038 0.7648 0.0760
C -1.0408 -4.9789 1.9393 0.0577
C -1.4563 -6.2905 1.8942 0.0195
C -0.4156 -2.8365 0.9033 0.1191
C 0.0120 -1.8720 -0.0221 0.1695
C 0.6493 -2.1292 -1.2822 0.0510
C 0.7456 -1.1251 -2.2802 0.0558
C 1.3792 -1.3321 -3.4881 0.0093
C 1.9950 -2.5543 -3.7788 0.0888
C 1.9785 -3.5372 -2.7894 0.0039
C 1.3362 -3.3375 -1.5809 0.0635
H -1.9951 -7.9732 0.6287 0.0103
H -1.6380 -6.6620 -1.4651 -0.0025
H -0.9063 -4.3550 -1.3995 0.0087
H -0.8937 -4.4987 2.9032 0.0037
H -1.6208 -6.8237 2.8264 -0.0013
H -0.5797 -2.4693 1.9177 0.0039
H 0.3200 -0.1532 -2.0581 0.0031
H 1.4115 -0.5190 -4.2073 -0.0018
H 2.4993 -2.7173 -4.7240 0.0080
H 2.4949 -4.4792 -2.9521 -0.0020
H 1.3872 -4.1129 -0.8262 0.0062
```

The net charge is -2. For the orbital gap (alpha / beta), the calculation gives 3.4 / 5.7 eV. The lowest unoccupied orbital energy (alpha / beta) comes out at 0.155 / 0.155 Ha. The energy above the lowest of the compared OMol25 structures with the same formula, charge and spin comes out at 0.645 eV. As for the multiplicity: 2.

[2]
The following is a DFT calculation (wB97M-V/def2-TZVPD) of a structure of composition C36H49N4O2RuS3Sb.

```
96
Properties=species:S:1:pos:R:3:mulliken_charge:R:1
Ru 1.1646 -0.4671 -0.1443 0.4780
N 5.2181 -1.2396 0.0299 0.0842
C 5.4171 -0.1810 -0.8249 -0.9792
C 4.1843 0.3176 -1.1126 -0.3977
N 3.2375 -0.4362 -0.4535 1.0347
C 3.8990 -1.3584 0.2346 -0.5844
C 3.0906 -2.2150 1.0746 -0.0246
N 1.7904 -1.9222 1.1427 1.4131
C 1.2054 -2.8997 1.9266 -0.7107
C 2.1713 -3.7644 2.3319 -1.1282
N 3.3502 -3.3202 1.7828 0.0303
H 5.9552 -1.8019 0.4310 0.2127
H 6.4000 0.1156 -1.1512 0.4423
H 3.9276 1.1437 -1.7535 0.3054
H 0.1587 -2.9009 2.1751 0.5730
H 2.1257 -4.6392 2.9588 0.4344
H 4.2467 -3.7690 1.9071 0.2098
S -1.1126 -1.0274 0.3317 -0.1268
Sb -1.6044 -1.7606 -1.9789 1.3785
C -0.4632 -3.4558 -2.2729 1.0204
C 0.9343 -3.4105 -2.2718 -0.0796
C 1.6417 -4.5632 -2.5599 -1.0686
C 0.9583 -5.7430 -2.8453 -0.6271
C -0.4283 -5.7827 -2.8349 -0.7623
C -1.1562 -4.6346 -2.5461 -0.5814
C -3.6441 -1.9701 -2.2414 0.7576
C -4.1059 -1.8896 -3.5576 -0.4241
C -5.4579 -2.0978 -3.7916 -0.7176
C -6.3118 -2.3800 -2.7327 -0.5322
C -5.8337 -2.4575 -1.4296 -0.7132
C -4.4867 -2.2537 -1.1677 -0.7184
C -0.8824 0.0219 -2.8369 0.8034
C -1.7936 1.0392 -3.0875 -0.6994
C -1.3325 2.3002 -3.4675 -0.6973
C 0.0275 2.5481 -3.5684 -0.8277
C 0.9452 1.5255 -3.3376 -0.8237
C 0.5022 0.2612 -2.9766 -0.8130
H 1.4797 -2.4885 -2.0742 0.1108
H 2.7234 -4.5462 -2.5870 0.5079
H 1.5166 -6.6386 -3.0848 0.4460
H -0.9480 -6.7045 -3.0599 0.4624
H -2.2395 -4.6675 -2.5490 0.4866
H -3.4443 -1.6790 -4.3911 0.4935
H -5.8401 -2.0469 -4.8024 0.4614
H -7.3631 -2.5489 -2.9265 0.4534
H -6.5098 -2.6901 -0.6173 0.4914
H -4.1141 -2.3309 -0.1532 0.4399
H -2.8598 0.8455 -3.0399 0.5751
H -2.0422 3.0806 -3.7124 0.5217
H 0.3756 3.5253 -3.8780 0.5455
H 2.0009 1.6999 -3.5026 0.6335
H 1.2133 -0.5539 -2.9489 0.7413
C 2.9277 4.2926 -0.8655 -0.9799
C 3.0662 4.4683 0.6409 -0.5922
C 2.0081 3.6830 1.4119 -0.8640
S 2.3928 1.9124 1.4104 0.8649
O 1.0449 1.2777 0.8410 -0.1302
C 2.3711 1.5474 3.1711 -0.6438
C 3.7636 1.7894 3.7584 -0.5911
C 4.7752 0.7317 3.3305 -0.8623
H 3.7399 4.7864 -1.3954 0.4803
H 1.9876 4.7208 -1.2196 0.3305
H 2.9408 3.2314 -1.1454 0.0558
H 2.9605 5.5184 0.9152 0.4762
H 4.0627 4.1717 0.9773 0.3084
H 1.0277 3.7458 0.9328 0.2660
H 1.9229 3.9975 2.4522 0.5306
H 2.0877 0.4929 3.2360 0.3390
H 1.5991 2.1601 3.6385 0.1165
H 3.6570 1.7906 4.8435 0.4374
H 4.1144 2.7928 3.4988 0.2973
H 4.5302 -0.2357 3.7748 0.2871
H 5.7773 1.0012 3.6595 0.4435
H 4.8078 0.6193 2.2408 0.0697
C -5.2162 0.9286 1.5358 -0.7884
C -4.8491 2.3176 1.0321 -0.9186
C -3.7306 2.3524 0.0007 -0.6910
S -2.0733 1.7555 0.4475 0.8608
O -2.3551 0.1488 0.3372 -0.4939
C -1.9035 2.0505 2.2216 -0.7307
C -1.2478 0.8885 2.9694 0.6268
C -1.0283 1.2800 4.4296 -1.7677
H -6.0633 0.9906 2.2166 0.4358
H -4.3966 0.4510 2.0781 0.1309
H -5.4981 0.2755 0.7081 0.2235
H -4.6362 3.0017 1.8538 0.4097
H -5.7043 2.7643 0.5185 0.4827
H -3.5221 3.3672 -0.3546 0.5901
H -3.9577 1.7384 -0.8742 0.3209
H -2.8805 2.2903 2.6305 0.5487
H -1.2738 2.9446 2.2586 0.5165
H -0.2951 0.6318 2.4945 -0.3728
H -1.8976 0.0132 2.9162 0.1932
H -0.3844 2.1559 4.5203 0.3707
H -0.5645 0.4604 4.9756 0.4426
H -1.9736 1.5095 4.9218 0.4591
```

The net charge is +4. For the orbital gap, the calculation gives 7.4 eV. The lowest unoccupied orbital energy comes out at -0.423 Ha. The energy above the lowest of the compared OMol25 structures with the same formula, charge and spin comes out at 0.000 eV.